[1]
A 4-piece molecular cluster, C41H90IN12O7P3 overall in a non-equilibrium geometry, computed with ωB97M-V with the def2-TZVPD basis set.

Structure (XYZ):
```
154
C41H90IN12O7P3 | the Open Molecules 2025 dataset | ωB97M-V with the def2-TZVPD basis set
C -5.527 1.779 -1.988
C -4.432 0.773 -1.348
C -3.852 -0.286 -2.407
O -3.023 -1.322 -1.784
C -1.795 -0.706 -1.335
C -0.640 -1.763 -0.982
C -0.846 -2.958 0.020
C -2.248 -3.231 0.722
C -2.881 -1.970 1.485
C -4.100 -2.560 2.388
N -5.313 -2.899 1.559
C 0.384 -3.895 0.316
I 0.270 -5.570 1.740
C 1.762 -3.708 -0.373
C 1.857 -2.529 -1.380
C 0.734 -1.527 -1.711
O 0.958 -0.487 -2.641
C 2.080 0.360 -2.268
C 1.811 1.920 -2.651
C 1.105 1.976 -4.111
C 3.296 2.556 -2.879
C 4.214 2.520 -1.557
C 3.247 4.024 -3.531
C 3.349 -2.685 -1.903
O 3.949 -2.233 -2.897
N 4.068 -3.610 -0.974
C 4.739 -2.955 0.212
C 6.292 -3.445 0.196
N 7.260 -2.404 0.645
C 3.122 -4.528 -0.269
O 3.335 -5.652 0.225
H -5.028 2.583 -2.647
H -6.048 2.351 -1.133
H -6.343 1.244 -2.579
H -4.988 0.208 -0.511
H -3.608 1.456 -0.917
H -4.723 -0.807 -2.940
H -3.264 0.275 -3.229
H -2.029 -0.140 -0.368
H -1.443 0.087 -2.095
H -2.996 -3.509 -0.116
H -2.257 -4.109 1.448
H -2.162 -1.465 2.211
H -3.381 -1.258 0.743
H -3.762 -3.560 2.867
H -4.374 -1.872 3.258
H -5.471 -3.926 1.587
H -6.161 -2.526 2.031
H 2.961 0.046 -2.948
H 2.415 0.235 -1.175
H 1.229 2.479 -1.846
H 1.855 1.532 -4.870
H 0.106 1.404 -4.132
H 0.855 3.053 -4.428
H 3.801 1.877 -3.663
H 4.616 3.578 -1.381
H 3.572 2.128 -0.700
H 5.069 1.769 -1.728
H 2.532 4.743 -2.998
H 2.912 3.999 -4.632
H 4.289 4.519 -3.512
H 4.625 -1.821 0.250
H 4.282 -3.401 1.174
H 6.534 -3.808 -0.867
H 6.374 -4.350 0.904
H 6.868 -1.792 1.371
H 7.552 -1.885 -0.192
C 1.159 10.110 -1.379
N 1.834 8.916 -0.878
C 1.310 8.652 0.468
P 3.553 8.642 -0.944
O 3.438 7.115 -1.094
N 4.118 8.762 -2.613
C 3.393 9.428 -3.683
C 4.564 7.486 -3.222
N 3.774 10.396 -0.699
C 4.779 11.131 -1.517
C 4.359 10.592 0.666
H 1.424 11.022 -0.831
H 0.073 10.005 -1.303
H 1.345 10.275 -2.436
H 1.671 9.384 1.196
H 1.607 7.657 0.807
H 0.215 8.672 0.486
H 2.522 8.841 -4.022
H 4.065 9.584 -4.534
H 3.037 10.424 -3.439
H 3.696 6.862 -3.473
H 5.224 6.916 -2.566
H 5.124 7.651 -4.148
H 5.760 10.645 -1.495
H 4.895 12.157 -1.150
H 4.513 11.288 -2.557
H 5.336 10.107 0.749
H 3.695 10.153 1.436
H 4.474 11.653 0.905
C -3.625 3.557 6.164
N -3.772 2.412 5.269
C -5.177 2.367 4.844
P -3.167 0.811 5.593
O -2.896 0.471 4.117
N -1.428 0.878 5.895
C -0.704 2.082 6.273
C -0.578 0.265 4.844
N -3.520 1.099 7.319
C -2.521 0.700 8.349
C -4.659 0.207 7.702
H -4.164 3.440 7.111
H -4.011 4.468 5.697
H -2.586 3.779 6.380
H -5.837 2.049 5.656
H -5.304 1.675 4.009
H -5.524 3.345 4.492
H -0.582 2.777 5.426
H 0.288 1.804 6.648
H -1.149 2.641 7.090
H -0.535 0.919 3.962
H -0.941 -0.717 4.533
H 0.449 0.117 5.191
H -2.197 -0.338 8.224
H -2.944 0.809 9.354
H -1.632 1.318 8.405
H -4.394 -0.848 7.577
H -5.542 0.412 7.066
H -4.965 0.369 8.740
C -2.047 -7.698 -3.882
N -2.534 -8.183 -2.594
C -2.842 -7.004 -1.772
P -1.766 -9.424 -1.642
O -3.076 -9.962 -1.043
N -1.598 -10.900 -2.598
C -1.652 -10.950 -4.050
C -2.453 -12.033 -2.169
N -0.198 -8.811 -2.234
C 0.848 -9.776 -2.676
C 0.506 -8.178 -1.073
H -1.080 -7.185 -3.817
H -2.750 -6.982 -4.320
H -1.971 -8.491 -4.618
H -1.935 -6.490 -1.442
H -3.413 -7.293 -0.887
H -3.459 -6.282 -2.318
H -2.678 -10.821 -4.433
H -1.266 -11.917 -4.393
H -1.024 -10.221 -4.553
H -3.495 -11.858 -2.470
H -2.425 -12.194 -1.090
H -2.136 -12.975 -2.628
H 1.032 -10.552 -1.925
H 1.791 -9.254 -2.870
H 0.660 -10.272 -3.622
H 0.697 -8.910 -0.282
H -0.115 -7.367 -0.643
H 1.458 -7.732 -1.374
```

SMILES: CCCOCc1c(CCCN)c(I)c2c(c1OC[C@H](C)C(C)C)C(=O)N(CCN)C2=O.CN(C)P(=O)(N(C)C)N(C)C.CN(C)P(=O)(N(C)C)N(C)C.CN(C)P(=O)(N(C)C)N(C)C
Calculated total energy: -112139.711 eV
Charge: 0


[2]
C41H93N5OZn as an isolated structure in a non-equilibrium geometry, computed with ωB97M-V with the def2-TZVPD basis set.

Structure (XYZ):
```
141
C41H93N5OZn | the Open Molecules 2025 dataset | ωB97M-V with the def2-TZVPD basis set
Zn 0.098 4.093 -2.078
C 0.436 1.470 -0.230
O 0.213 2.313 -1.295
H 0.165 1.915 0.733
H 0.005 0.473 -0.362
H 1.500 1.234 -0.079
C 4.433 -0.884 3.605
C 4.301 -1.998 2.577
C 3.633 -1.620 1.263
N 3.388 -2.839 0.352
C 2.320 -3.684 1.023
C 4.597 -3.659 -0.111
C 4.467 -4.140 -1.576
C 3.270 -3.364 -2.141
C 2.872 -2.387 -1.010
H 4.633 -1.362 4.562
H 3.619 -0.171 3.752
H 5.297 -0.318 3.252
H 3.810 -2.824 3.097
H 5.303 -2.396 2.409
H 4.315 -1.037 0.635
H 2.729 -1.010 1.260
H 1.529 -3.043 1.400
H 2.840 -4.279 1.771
H 1.932 -4.417 0.315
H 4.749 -4.533 0.518
H 5.402 -2.931 -0.002
H 4.258 -5.196 -1.413
H 5.381 -4.041 -2.154
H 2.530 -4.114 -2.416
H 3.596 -2.833 -3.034
H 1.833 -2.088 -1.155
H 3.454 -1.461 -0.976
C 4.139 7.533 4.247
C 3.068 6.757 3.425
C 3.341 5.260 3.567
N 2.614 4.298 2.551
C 1.121 4.570 2.602
C 3.121 4.502 1.103
C 4.460 3.764 1.154
C 4.265 2.567 2.056
C 2.950 2.789 2.816
H 4.053 8.620 4.199
H 5.178 7.392 3.949
H 4.014 7.314 5.307
H 3.029 7.143 2.405
H 2.107 6.954 3.898
H 2.905 4.880 4.492
H 4.370 4.902 3.565
H 0.766 4.338 3.605
H 0.585 3.992 1.850
H 0.923 5.625 2.420
H 2.504 3.980 0.355
H 3.077 5.551 0.815
H 4.545 3.360 0.144
H 5.307 4.384 1.431
H 4.143 1.665 1.460
H 5.076 2.581 2.782
H 2.105 2.290 2.338
H 2.963 2.515 3.869
C -4.001 2.868 0.031
C -3.289 2.853 1.355
C -4.186 3.340 2.563
N -4.019 2.445 3.795
C -2.612 2.484 4.423
C -4.385 0.984 3.532
C -5.617 0.708 4.375
C -6.282 2.048 4.673
C -5.042 2.976 4.848
H -4.599 2.014 -0.276
H -3.349 3.044 -0.838
H -4.426 3.864 -0.136
H -2.351 3.413 1.299
H -2.880 1.859 1.559
H -5.239 3.356 2.293
H -3.817 4.301 2.912
H -2.676 2.273 5.487
H -2.299 3.524 4.320
H -1.930 1.843 3.871
H -3.673 0.359 4.067
H -4.611 0.948 2.472
H -5.574 0.062 5.252
H -6.305 0.122 3.759
H -6.863 2.041 5.592
H -6.851 2.339 3.789
H -4.814 2.478 5.792
H -5.179 4.050 4.813
C -3.475 -8.885 -0.405
C -3.832 -7.594 -1.078
C -3.657 -6.392 -0.096
N -3.985 -5.057 -0.785
C -5.478 -4.889 -1.083
C -3.537 -3.889 0.138
C -3.472 -2.709 -0.822
C -3.011 -3.292 -2.149
C -3.216 -4.828 -2.062
H -3.938 -9.706 -0.951
H -3.966 -8.899 0.572
H -2.427 -9.106 -0.212
H -4.893 -7.633 -1.329
H -3.235 -7.352 -1.957
H -2.645 -6.424 0.306
H -4.411 -6.352 0.690
H -5.647 -5.688 -1.800
H -5.711 -3.958 -1.598
H -6.034 -4.875 -0.149
H -4.260 -3.806 0.944
H -2.530 -4.157 0.452
H -4.452 -2.266 -0.999
H -2.834 -1.862 -0.564
H -3.487 -2.787 -2.995
H -2.014 -3.001 -2.494
H -3.587 -5.369 -2.930
H -2.264 -5.333 -1.878
C -2.394 -0.505 -5.208
C -1.180 0.454 -5.082
C 0.128 -0.047 -5.733
N 1.415 0.783 -5.623
C 1.323 2.061 -6.422
C 2.597 0.010 -6.301
C 3.809 0.297 -5.406
C 3.371 0.960 -4.116
C 1.854 1.003 -4.173
H -2.394 -0.786 -6.262
H -3.337 0.025 -5.076
H -2.385 -1.326 -4.496
H -1.103 0.686 -4.012
H -1.318 1.455 -5.496
H -0.002 -0.100 -6.815
H 0.458 -1.042 -5.433
H 2.167 2.683 -6.130
H 0.309 2.458 -6.437
H 1.458 1.883 -7.489
H 2.728 0.318 -7.334
H 2.425 -1.065 -6.366
H 4.404 1.052 -5.921
H 4.459 -0.573 -5.337
H 3.773 1.973 -4.064
H 3.772 0.453 -3.239
H 1.335 1.866 -3.732
H 1.561 0.135 -3.578
```

Calculated total energy: -101870.189 eV
Charge: +6


[3]
A 8-piece molecular cluster, C41H96F18N3O3P5 overall in a non-equilibrium geometry, computed with ωB97M-V with the def2-TZVPD basis set.

Structure (XYZ):
```
166
C41H96F18N3O3P5 | the Open Molecules 2025 dataset | ωB97M-V with the def2-TZVPD basis set
C 12.671 -1.105 -2.305
C 11.868 -1.477 -0.989
C 11.224 -0.124 -0.372
C 10.489 -0.359 0.994
P 9.200 0.952 1.281
C 9.997 2.552 1.741
C 11.340 2.995 0.940
C 12.632 2.468 1.619
C 12.773 3.187 2.991
C 7.998 0.354 2.490
C 8.567 -0.063 3.885
C 7.459 -0.695 4.739
C 7.983 -1.353 6.000
C 8.296 1.426 -0.299
C 7.440 0.306 -0.953
C 6.317 0.943 -1.694
C 5.350 0.055 -2.410
H 13.338 -1.837 -2.761
H 13.334 -0.357 -1.871
H 12.096 -0.643 -3.107
H 12.526 -1.971 -0.275
H 11.067 -2.200 -1.146
H 10.633 0.218 -1.221
H 11.983 0.648 -0.249
H 11.158 -0.131 1.824
H 9.890 -1.268 1.034
H 10.089 2.637 2.824
H 9.273 3.345 1.554
H 11.376 4.085 0.966
H 11.298 2.746 -0.120
H 13.447 2.596 0.906
H 12.591 1.422 1.924
H 13.044 4.240 2.912
H 13.665 3.034 3.598
H 11.920 3.093 3.664
H 7.618 -0.512 1.948
H 7.197 1.076 2.650
H 9.033 0.769 4.413
H 9.435 -0.707 3.748
H 6.929 -1.520 4.264
H 6.784 0.020 5.211
H 7.194 -1.453 6.746
H 8.900 -0.913 6.394
H 8.489 -2.305 5.840
H 9.132 1.831 -0.871
H 7.777 2.363 -0.095
H 7.007 -0.361 -0.207
H 7.965 -0.347 -1.650
H 6.725 1.682 -2.384
H 5.678 1.506 -1.014
H 5.913 -0.484 -3.171
H 4.725 0.719 -3.006
H 4.729 -0.564 -1.761
C -5.806 5.154 -2.101
C -5.621 6.400 -1.200
C -5.923 6.165 0.292
C -4.963 5.234 1.057
P -3.626 5.848 2.076
C -2.669 4.490 2.969
C -3.308 3.642 4.114
C -2.604 3.693 5.500
C -2.608 5.132 6.159
C -2.473 6.659 0.949
C -1.942 5.717 -0.096
C -1.213 6.475 -1.277
C 0.195 6.733 -0.851
C -4.381 6.983 3.233
C -3.327 8.071 3.641
C -4.054 9.167 4.514
C -4.431 8.700 5.899
H -5.603 5.461 -3.126
H -6.832 4.790 -2.156
H -5.126 4.381 -1.744
H -6.181 7.225 -1.639
H -4.615 6.762 -1.412
H -6.945 5.830 0.470
H -5.844 7.117 0.817
H -4.538 4.487 0.386
H -5.611 4.684 1.739
H -1.918 5.150 3.402
H -2.213 3.920 2.160
H -3.573 2.628 3.816
H -4.316 4.037 4.242
H -1.618 3.230 5.486
H -3.110 2.992 6.165
H -2.036 5.816 5.531
H -2.047 5.102 7.093
H -3.626 5.519 6.203
H -1.629 7.010 1.543
H -2.968 7.566 0.602
H -2.788 5.220 -0.570
H -1.290 4.931 0.286
H -1.738 7.412 -1.463
H -1.246 5.951 -2.232
H 0.815 5.884 -1.140
H 0.260 6.925 0.220
H 0.675 7.596 -1.313
H -4.731 6.332 4.034
H -5.270 7.441 2.798
H -2.890 8.639 2.819
H -2.539 7.607 4.234
H -4.891 9.426 3.865
H -3.353 10.002 4.534
H -3.587 8.345 6.491
H -5.037 7.806 5.754
H -4.961 9.449 6.486
C -2.113 -9.007 -5.598
C -1.495 -7.787 -4.913
O -0.991 -6.767 -5.489
N -1.421 -7.893 -3.382
H -2.064 -7.172 -3.090
H -1.907 -8.751 -3.162
C 0.049 -7.748 -2.860
H -3.173 -8.751 -5.607
H -1.925 -10.009 -5.213
H -1.901 -8.963 -6.666
H 0.602 -8.627 -3.192
H -0.003 -7.725 -1.771
H 0.522 -6.829 -3.207
C -5.729 0.130 -11.240
C -6.033 -0.510 -10.003
O -6.996 -0.119 -9.322
N -5.111 -1.573 -9.380
H -4.986 -2.357 -10.005
H -4.141 -1.351 -9.210
C -5.743 -2.092 -8.055
H -5.242 -0.599 -11.887
H -4.904 0.820 -11.064
H -6.476 0.776 -11.702
H -5.924 -1.256 -7.379
H -5.046 -2.794 -7.598
H -6.670 -2.624 -8.273
C -8.384 -8.299 5.080
C -7.724 -7.135 4.352
O -6.984 -6.381 4.976
N -7.947 -6.970 2.862
H -7.029 -6.777 2.487
H -8.287 -7.826 2.448
C -8.827 -5.745 2.386
H -9.331 -7.975 5.513
H -7.820 -8.604 5.962
H -8.531 -9.152 4.418
H -9.849 -6.123 2.372
H -8.702 -5.640 1.308
H -8.781 -4.770 2.870
P -10.202 -7.321 -4.563
F -11.105 -8.599 -5.093
F -9.709 -8.142 -3.238
F -8.952 -7.804 -5.409
F -9.413 -6.007 -4.095
F -10.778 -6.641 -5.989
F -11.640 -6.772 -3.901
P -3.800 -2.468 -0.796
F -4.727 -2.027 0.478
F -3.114 -0.935 -0.655
F -2.639 -3.026 0.170
F -2.803 -2.600 -2.083
F -4.399 -3.966 -1.015
F -4.920 -1.826 -1.800
P -4.122 -11.245 0.788
F -2.501 -11.262 0.951
F -4.002 -9.626 0.812
F -3.889 -11.322 -0.827
F -5.748 -11.002 0.645
F -4.352 -12.840 0.966
F -4.051 -11.047 2.461
```

Calculated total energy: -150041.978 eV
Charge: +2